(1)
The following is a DFT calculation (the ωB97M-V functional and the def2-TZVPD basis) of a single C2H2N2O molecule in a non-equilibrium geometry.

Cartesian coordinates (Å):
N 2.27583 -0.45445 0.06052
C 1.19479 0.06065 -0.02788
C -0.01506 0.79897 -0.15138
N -1.21444 0.49197 0.14898
O -1.48187 -0.78609 -0.07738
H -0.29221 1.83220 0.05314
H -2.36098 -0.96388 0.17499

Computed properties:
- energy relative to the best compared isomer or geometry (same formula, charge and spin) (kJ/mol) = 344.33
- HOMO level (eV) = -10.461
- SMILES = N#C/C=N\O

***

(2)
The following is a DFT calculation (the ωB97M-V functional and the def2-TZVPD basis) of a molecular structure, C37H43N7OSiTi.

Cartesian coordinates (Å):
Ti -0.52283 -0.42706 0.06382
C 2.95935 -2.63420 -0.12896
C 2.63053 -1.41523 -0.96101
C 3.31553 -0.20021 -0.84391
C 4.47610 0.00549 0.10247
C 2.95319 0.88737 -1.65618
C 3.72516 2.17614 -1.52022
C 1.91718 0.76444 -2.57783
C 1.37943 1.97118 -3.30770
C 1.32838 -0.48713 -2.79939
C 0.39483 -0.67254 -3.97257
C 1.65489 -1.56434 -1.96972
C 1.06442 -2.92972 -2.23460
H 2.07613 -2.96190 0.42449
H 3.75853 -2.46870 0.58713
H 3.26738 -3.46579 -0.76624
H 4.30436 0.86155 0.76064
H 5.39037 0.22290 -0.45432
H 4.68769 -0.85833 0.72524
H 3.57582 2.63725 -0.54089
H 3.44258 2.90673 -2.27111
H 4.79647 1.99307 -1.62996
H 1.93738 2.19239 -4.22260
H 1.40188 2.85276 -2.66726
H 0.33691 1.80998 -3.57899
H -0.65508 -0.55330 -3.69267
H 0.51187 -1.66347 -4.40764
H 0.61374 0.04965 -4.75696
H 1.75659 -3.53911 -2.82577
H 0.12607 -2.86285 -2.77936
H 0.86075 -3.45865 -1.30852
N 0.48441 0.30736 4.18902
C 1.77634 -0.10633 3.96114
C 1.84863 -0.37608 2.62831
N 0.64195 -0.11993 2.04139
C -0.16357 0.27901 3.00528
C -1.54256 0.56332 2.68713
N -1.97997 0.28634 1.47488
C -3.29471 0.66102 1.42124
C -3.65955 1.16389 2.63118
N -2.53540 1.09086 3.42816
H 0.10062 0.55152 5.08490
H 2.50210 -0.17570 4.75061
H 2.68497 -0.72972 2.05489
H -3.86755 0.54875 0.51620
H -4.58864 1.56501 2.99193
H -2.47353 1.42006 4.37554
N -5.81156 6.72944 -5.14062
C -5.18593 5.93318 -4.59561
C -4.40947 4.93588 -3.91458
C -3.01667 4.97583 -3.95673
C -2.27726 4.01551 -3.29356
C -2.89792 2.98815 -2.57517
C -4.29674 2.96066 -2.55091
C -5.04688 3.91835 -3.20550
C -2.10769 1.95652 -1.87852
C -1.07280 2.38891 -1.00091
C -0.78781 3.70838 -0.61363
C 0.35557 3.66709 0.20441
C 0.71298 2.33952 0.30812
N -0.14162 1.53920 -0.40578
C -2.41487 0.59376 -2.16921
C -3.26866 0.09767 -3.17281
C -3.23427 -1.30028 -3.09776
C -2.36999 -1.61625 -2.06480
N -1.86484 -0.48341 -1.49694
H -2.52325 5.75874 -4.51750
H -1.19598 4.04654 -3.33194
H -4.79475 2.17104 -2.00327
H -6.12790 3.88953 -3.16848
H -1.34255 4.58641 -0.90027
H 0.86423 4.50390 0.65757
H 1.54368 1.90727 0.84286
H -3.82155 0.69127 -3.88288
H -3.76898 -2.00036 -3.71992
H -2.07531 -2.58781 -1.69744
C -1.07670 -5.04991 0.48314
Si -1.15934 -3.41670 1.38721
C -2.94865 -2.97822 1.73499
C -0.23610 -3.56191 3.01685
O -0.46063 -2.25479 0.48423
H -1.48587 -5.86074 1.09070
H -0.04411 -5.30578 0.23393
H -1.64490 -5.01157 -0.44931
H -3.50446 -3.84193 2.10856
H -3.43622 -2.63335 0.81917
H -3.03180 -2.18274 2.48036
H -0.66775 -4.33428 3.65818
H -0.26937 -2.61522 3.56543
H 0.81425 -3.81268 2.84989

Computed properties:
- HOMO level (spin up / spin down) (eV) = -5.189 / -7.015
- multiplicity = 3

***

(3)
The following is a DFT calculation (the ωB97M-V functional and the def2-TZVPD basis) of a single C2H3NOS molecule in a non-equilibrium geometry.

Cartesian coordinates (Å):
C -1.61570 -0.27297 0.30741
C 1.74662 0.19859 -0.31510
N -0.57839 -0.35650 -0.54507
O 0.59113 -0.07303 0.17033
S -3.22306 -0.40137 -0.05077
H -1.29104 -0.00046 1.39643
H 1.93598 0.24592 -1.36637
H 2.43445 0.65982 0.40313

Computed properties:
- energy relative to the best compared isomer or geometry (same formula, charge and spin) (kJ/mol) = 438.77
- HOMO level (spin up / spin down) (eV) = -8.221 / -8.164

***

(4)
The following is a DFT calculation (the ωB97M-V functional and the def2-TZVPD basis) of a gas-phase ion, C6H15BClN4O2 (charge +1).

Cartesian coordinates (Å):
C 2.17426 1.71585 -1.12176
N 1.87853 0.95532 -2.32654
C 1.16238 -0.27224 -2.14190
C -0.37533 -0.06243 -2.13514
O -0.72162 1.25569 -1.83041
C -1.43152 1.49536 -0.65802
N -0.90700 0.67367 0.45219
C -0.82459 -0.65282 0.17469
N -0.57577 -1.54339 1.11475
B -0.34271 -1.28607 2.59746
C -1.33558 -0.46045 3.46338
O 0.73931 -1.86564 3.13253
N -1.03172 -0.97081 -1.13438
Cl -0.80579 -2.61017 -1.56264
H 2.30396 1.06742 -0.24326
H 1.38151 2.43004 -0.89886
H 3.09041 2.28292 -1.26707
H 2.71796 0.78655 -2.85801
H 1.45155 -0.81308 -1.22110
H 1.39093 -0.93055 -2.97879
H -0.81052 -0.33597 -3.09577
H -1.27395 2.53871 -0.40264
H -2.50166 1.29821 -0.78747
H -1.43602 0.82989 1.30555
H -0.55014 -2.50403 0.79254
H -1.16204 -0.67162 4.51710
H -1.19542 0.61873 3.34305
H -2.37879 -0.68671 3.23435
H 1.36939 -2.28238 2.53620

Computed properties:
- HOMO level (eV) = -12.199
- SMILES = CNC[C@@H]1OCNC(NB(C)O)=[N+]1Cl
- total charge = +1

***

(5)
The following is a DFT calculation (the ωB97M-V functional and the def2-TZVPD basis) of 10 unconnected molecules or ions with the total composition C5H32N2O9 in a non-equilibrium geometry.

Cartesian coordinates (Å):
C 1.10725 -0.90395 -0.17295
N 0.05829 0.12069 -0.08440
C -1.24096 -0.45525 -0.46452
C -2.36509 0.55066 -0.12305
C -2.29048 1.88157 -0.90275
C -1.64662 1.91796 -2.27767
N -2.37635 0.98781 -3.19611
H 2.04046 -0.41617 0.09361
H 0.94288 -1.61140 0.63732
H 1.12204 -1.31239 -1.18369
H 0.21390 0.87649 -0.73654
H -1.46005 -1.31720 0.14504
H -1.29913 -0.67478 -1.53609
H -2.29724 0.76617 0.93889
H -3.29886 0.02465 -0.32562
H -1.76750 2.55705 -0.21816
H -3.31293 2.23186 -1.06352
H -1.58923 2.85816 -2.82089
H -0.62987 1.52620 -2.33248
H -2.68441 0.15180 -2.71530
H -3.25877 1.41938 -3.46166
O -3.18361 -1.80983 1.99282
H -2.35417 -2.20419 2.30900
H -3.56995 -2.42376 1.36720
O 1.27736 -2.87517 3.25902
H 2.22128 -2.85969 3.08340
H 1.02738 -2.02571 3.66768
O 0.44998 1.91037 2.45369
H 0.69129 2.82861 2.59465
H 0.06038 1.80095 1.57253
O 0.59760 0.20583 -4.41092
H 0.95681 0.83111 -3.75165
H -0.34945 0.26403 -4.20919
O 3.30021 0.53469 1.47486
H 2.36259 0.71272 1.31337
H 3.33853 0.79635 2.40595
O 1.84245 1.68352 -2.37553
H 2.55072 1.04463 -2.13928
H 2.36410 2.46425 -2.59388
O 0.97627 -0.28188 4.09325
H 0.61395 0.40074 4.66685
H 0.81669 0.10045 3.21557
O -0.94188 -3.38199 2.09899
H -0.01095 -3.17374 1.91061
H -0.88971 -4.19219 2.61250
O 3.68373 -0.23328 -1.71323
H 4.34254 -0.68245 -2.25488
H 3.85854 -0.61371 -0.84284

Computed properties:
- energy relative to the best compared isomer or geometry (same formula, charge and spin) (kJ/mol) = 109.09
- HOMO level (eV) = -9.187
- SMILES = CNCCCCN.O.O.O.O.O.O.O.O.O

***

(6)
The following is a DFT calculation (the ωB97M-V functional and the def2-TZVPD basis) of a molecular structure, C2HF2HgO in a non-equilibrium geometry.

Cartesian coordinates (Å):
F -0.47836 -0.80123 0.42129
F -0.79838 1.18344 0.87867
Hg 0.86330 -3.47053 3.59018
C 0.25525 0.80971 -1.31194
C -0.53094 0.36864 -0.03999
O -0.01265 1.91947 -1.63717
H 0.70178 -0.00950 -1.90103

Computed properties:
- energy relative to the best compared isomer or geometry (same formula, charge and spin) (kJ/mol) = 0.00
- HOMO level (spin up / spin down) (eV) = -20.280 / -20.406
- multiplicity = 2
- total charge = +2

***

Per-record DFT total energy, a.u.: -262.0328 -3033.4406 -606.0202 -1091.9784 -996.3553 -504.3307